{
  "formula": "CH5NO3",
  "method": "ωB97M-V/def2-TZVPD",
  "homo_ev": -10.374,
  "homo_lumo_gap_ev": 11.2,
  "energy_ha": -321.42354,
  "symbols": ["N", "C", "O", "H", "H", "H", "O", "O", "H", "H"],
  "xyz": [[-1.38, 0.77, -0.23], [-0.45, -0.20, -0.37], [-0.53, -1.06, -1.22], [-1.24, 1.49, 0.49], [-2.22, 0.75, -0.81], [1.18, 1.40, -0.08], [0.43, -0.47, 0.79], [0.86, -1.72, 0.99], [1.78, -1.69, 0.62], [1.56, 0.73, -0.19]]
}



{
  "formula": "CH5NO3P",
  "method": "ωB97M-V/def2-TZVPD",
  "homo_ev": -4.018,
  "smiles": "C[P@@](=O)([O-])NO",
  "homo_lumo_gap_ev": 8.4,
  "total_charge": -1,
  "energy_ha": -662.99984,
  "symbols": ["C", "N", "O", "O", "O", "P", "H", "H", "H", "H", "H"],
  "xyz": [[-0.59, -1.11, -0.43], [0.80, 0.90, 1.12], [2.11, -1.18, 0.16], [1.24, 0.63, -1.45], [0.93, 2.18, 0.55], [1.00, -0.22, -0.24], [-1.43, -0.92, 0.22], [-1.06, -0.97, -1.40], [-0.50, -2.16, -0.44], [1.59, 0.54, 1.79], [0.87, 1.80, -0.40]]
}



{
  "formula": "CH5NO3S2",
  "method": "ωB97M-V/def2-TZVPD",
  "homo_ev": -9.634,
  "homo_lumo_gap_ev": 9.7,
  "energy_ha": -1117.84607,
  "symbols": ["C", "N", "O", "O", "O", "S", "S", "H", "H", "H", "H", "H"],
  "xyz": [[-1.50, -1.17, 0.55], [0.36, -0.91, -1.10], [-1.53, 0.77, -1.13], [-1.77, -1.56, -2.09], [1.10, 1.67, -1.20], [1.12, 0.17, -1.89], [-1.24, -0.64, -1.09], [-0.50, -1.63, 0.70], [-1.89, -0.46, 1.29], [-2.19, -2.01, 0.49], [0.10, 1.77, -1.03], [2.47, 0.09, -1.55]]
}



{
  "formula": "CH5NO4P",
  "method": "ωB97M-V/def2-TZVPD",
  "homo_ev": -5.192,
  "homo_lumo_gap_ev": 9.1,
  "total_charge": -1,
  "energy_ha": -738.27431,
  "symbols": ["C", "N", "O", "O", "O", "O", "P", "H", "H", "H", "H", "H"],
  "xyz": [[-0.08, 0.61, -0.12], [-0.41, 0.65, -1.37], [-0.04, -2.24, -0.38], [2.12, -0.63, -0.02], [0.59, -1.28, 1.96], [-1.86, 1.01, 0.65], [0.47, -1.09, 0.46], [0.50, 1.46, 0.19], [-0.59, 1.57, -1.84], [2.40, -0.26, 0.82], [-1.13, -0.04, -1.59], [-1.96, 0.24, 1.24]]
}



{
  "formula": "CH5NOS",
  "method": "ωB97M-V/def2-TZVPD",
  "homo_ev": [0.706, -5.448],
  "homo_lumo_gap_ev": [3.0, 9.0],
  "s2": 0.751,
  "total_charge": -1,
  "multiplicity": 2,
  "energy_ha": -569.23275,
  "symbols": ["S", "H", "H", "C", "N", "O", "H", "H", "H"],
  "xyz": [[-1.38, -1.68, -1.64], [-2.31, -1.23, -0.77], [-1.57, -3.06, -1.54], [1.04, 1.30, 1.24], [0.57, 0.82, 0.04], [2.19, 1.31, 1.60], [0.24, 1.66, 1.92], [0.02, -0.02, -0.10], [1.19, 0.90, -0.76]]
}



{
  "formula": "CH5NOS",
  "method": "ωB97M-V/def2-TZVPD",
  "homo_ev": -9.344,
  "homo_lumo_gap_ev": 9.4,
  "energy_ha": -569.20785,
  "symbols": ["C", "N", "O", "S", "H", "H", "H", "H", "H"],
  "xyz": [[1.30, 0.88, 0.39], [-1.43, -0.37, -0.60], [2.16, -1.52, 0.42], [1.35, -0.57, 1.13], [1.45, 1.11, -0.60], [0.60, 1.67, 0.81], [-1.73, -1.23, -0.15], [-1.67, 0.27, 0.09], [-2.03, -0.26, -1.49]]
}



{
  "formula": "CH5NOS",
  "method": "ωB97M-V/def2-TZVPD",
  "homo_ev": -8.162,
  "smiles": "[NH3+][S-].C=O",
  "homo_lumo_gap_ev": 8.6,
  "energy_ha": -569.21529,
  "symbols": ["C", "N", "O", "S", "H", "H", "H", "H", "H"],
  "xyz": [[0.43, -1.59, 0.02], [-0.49, 1.27, 0.06], [-0.46, -1.24, 0.77], [1.18, 1.32, -0.79], [1.47, -1.71, 0.35], [0.28, -1.73, -1.06], [-0.54, 1.93, 0.83], [-1.23, 1.46, -0.61], [-0.64, 0.29, 0.44]]
}



{
  "formula": "CH5NOS",
  "method": "ωB97M-V/def2-TZVPD",
  "homo_ev": [-9.105, -9.473],
  "homo_lumo_gap_ev": [7.4, 9.3],
  "energy_ha": -569.08241,
  "symbols": ["C", "N", "O", "S", "H", "H", "H", "H", "H"],
  "xyz": [[0.62, -0.94, 0.87], [-1.38, 2.00, -0.10], [-2.20, -0.04, -1.36], [-1.07, 0.77, -0.98], [0.94, -1.81, 0.35], [1.44, -0.29, 1.40], [-0.35, -0.83, 1.10], [-1.90, 1.92, 0.79], [-0.83, 1.56, -2.03]]
}



{
  "formula": "CH5NOS",
  "method": "ωB97M-V/def2-TZVPD",
  "homo_ev": [-8.282, -8.289],
  "smiles": "N=S.CO",
  "homo_lumo_gap_ev": [7.4, 7.4],
  "energy_ha": -569.17007,
  "symbols": ["C", "N", "O", "S", "H", "H", "H", "H", "H"],
  "xyz": [[1.33, 0.21, 0.90], [-2.43, -0.85, -1.89], [0.08, 0.57, 0.32], [-1.05, -0.44, -2.46], [2.08, 0.75, 0.47], [1.57, -0.91, 0.67], [1.39, 0.59, 1.94], [-2.37, -0.87, -0.90], [-0.59, 0.96, 0.95]]
}



{
  "formula": "CH5NOS2",
  "method": "ωB97M-V/def2-TZVPD",
  "homo_ev": -9.224,
  "smiles": "NC=O.SS",
  "homo_lumo_gap_ev": 9.4,
  "energy_ha": -967.44112,
  "symbols": ["S", "S", "H", "H", "C", "N", "O", "H", "H", "H"],
  "xyz": [[0.59, 1.35, -2.11], [-1.20, 0.30, -1.88], [0.29, 1.87, -3.31], [-0.58, -0.85, -1.60], [-0.19, 0.03, 1.81], [0.29, -1.20, 1.25], [0.42, 1.06, 1.86], [-1.21, -0.10, 2.22], [0.35, -1.08, 0.24], [1.25, -1.38, 1.53]]
}



no.,molecular weight (g mol⁻¹)
1,79.1
2,110.0
3,143.2
4,126.0
5,79.1
6,79.1
7,79.1
8,79.1
9,79.1
10,111.2